[1]
Entry from OMol25: an isolated ion of composition C4H10NO and charge -1 (wB97M-V/def2-TZVPD).

**Total energy**: -7845.51794 eV
**Relative energy (zero: lowest compared OMol25 entry of this formula, charge and spin)**: 46.5 kcal per mole
**HOMO-LUMO gap**: 6.433 eV
**HOMO level**: -2.3 eV
**Total charge**: -1

XYZ file:
```
16
Properties=species:S:1:pos:R:3:forces:R:3
C 1.366 1.255 1.037 -0.69 2.25 1.64
N 0.848 -0.070 0.920 0.92 -3.22 -1.23
C 0.069 -0.207 -0.394 -0.55 0.04 -0.51
C -0.426 -1.701 -0.728 0.80 -0.72 0.01
C -1.414 0.474 -0.295 1.31 0.45 -1.83
O -2.072 0.161 -1.439 -0.43 0.86 0.53
H 2.424 1.518 0.880 0.03 -0.77 0.09
H 1.026 1.847 2.002 0.76 -1.46 -1.21
H 0.836 1.833 0.303 -0.12 0.50 -0.58
H 1.582 -0.871 0.892 -1.39 2.21 0.32
H 0.719 0.397 -1.200 -1.60 -1.63 1.11
H -1.453 -1.624 -1.175 0.73 0.45 0.79
H 0.032 -2.432 -1.479 0.50 1.33 0.88
H -0.440 -2.252 0.245 -0.12 0.35 -0.55
H -1.885 0.069 0.632 0.24 0.24 0.15
H -1.212 1.604 -0.201 -0.40 -0.88 0.39
```
Forces are in eV/Å.

Charge distribution, Mulliken scheme, values in e:
1 C -0.741
2 N -0.442
3 C 0.133
4 C -1.168
5 C -0.412
6 O -0.893
7 H 0.275
8 H 0.211
9 H 0.278
10 H 0.204
11 H 0.257
12 H 0.295
13 H 0.300
14 H 0.276
15 H 0.211
16 H 0.215


[2]
Entry from OMol25: an isolated ion of composition C4H10NO and charge +1 (wB97M-V/def2-TZVPD).

**Total energy**: -7840.76985 eV
**Relative energy (zero: lowest compared OMol25 entry of this formula, charge and spin)**: 12.6 kcal per mole
**HOMO-LUMO gap**: 10.181 eV
**HOMO level**: -14.0 eV
**Total charge**: +1

XYZ file:
```
16
Properties=species:S:1:pos:R:3:forces:R:3
C 0.494 -0.337 -1.388 -0.01 -0.40 0.67
C 0.353 0.314 -0.014 -0.48 -0.29 -0.43
N 1.571 -0.093 0.784 0.34 0.45 0.59
C -0.899 -0.136 0.719 0.02 0.16 -0.65
C -2.125 0.532 0.080 0.25 -0.45 0.66
O -2.042 1.485 -0.631 -0.07 0.19 -0.22
H 1.306 0.110 -1.919 0.50 0.29 -0.56
H 0.714 -1.399 -1.261 0.02 -0.08 0.00
H -0.400 -0.291 -1.995 -0.20 0.35 0.06
H 0.368 1.402 -0.076 0.11 -0.04 -0.01
H 1.622 -1.098 0.961 -0.07 -0.08 -0.23
H 2.435 0.202 0.326 0.02 -0.14 -0.20
H 1.586 0.361 1.701 -0.13 0.02 0.03
H -1.046 -1.210 0.580 0.07 -0.08 0.37
H -0.870 0.127 1.780 -0.16 -0.16 0.05
H -3.067 0.029 0.353 -0.21 0.26 -0.15
```
Forces are in eV/Å.

Charge distribution, Mulliken scheme, values in e:
1 C -1.360
2 C 0.027
3 N -0.292
4 C -0.721
5 C -0.022
6 O -0.419
7 H 0.400
8 H 0.419
9 H 0.372
10 H 0.349
11 H 0.366
12 H 0.374
13 H 0.364
14 H 0.366
15 H 0.412
16 H 0.365


[3]
Entry from OMol25: C4H10NO as an isolated structure (wB97M-V/def2-TZVPD).

**Total energy**: -7834.33501 eV
**Relative energy (zero: lowest compared OMol25 entry of this formula, charge and spin)**: 161.0 kcal per mole
**HOMO-LUMO gap (spin up / spin down)**: 9.061 / 8.397 eV
**HOMO level (spin up / spin down)**: -14.0 / -13.8 eV
**Total charge**: +1

XYZ file:
```
16
Properties=species:S:1:pos:R:3:forces:R:3
C -1.387 -1.279 0.116 -0.90 -0.83 -1.73
C 0.357 -0.475 0.212 1.22 0.27 -2.32
C 1.660 -0.501 -0.469 -1.82 -2.90 -1.58
C -1.450 1.191 -0.059 -0.57 -0.12 -2.65
N -0.923 -0.091 -0.653 0.77 -0.71 4.82
O -0.214 -1.623 0.682 -1.26 1.71 -0.38
H 1.743 0.525 1.683 2.28 2.29 -0.32
H -2.393 -1.449 0.460 0.09 -0.07 0.33
H 2.361 1.091 1.492 -2.10 -1.87 0.91
H 1.982 0.435 -0.737 0.81 2.35 -0.44
H 1.570 -1.123 -1.427 0.16 0.58 1.17
H 2.332 -0.969 0.188 1.17 -0.59 0.68
H -1.237 1.174 0.949 0.34 0.05 2.24
H -0.872 2.011 -0.550 -1.02 -0.43 0.33
H -2.529 1.095 -0.242 0.30 1.05 0.00
H -0.998 -0.011 -1.645 0.52 -0.77 -1.05
```
Forces are in eV/Å.

Charge distribution, Mulliken scheme, values in e:
1 C -0.150
2 C 0.589
3 C -1.537
4 C -0.847
5 N -0.037
6 O -0.238
7 H -0.158
8 H 0.384
9 H 0.246
10 H 0.470
11 H 0.368
12 H 0.484
13 H 0.372
14 H 0.340
15 H 0.384
16 H 0.329


[4]
Entry from OMol25: a 2-piece molecular cluster, C4H10NO overall (wB97M-V/def2-TZVPD).

**Total energy**: -7839.04049 eV
**Relative energy (zero: lowest compared OMol25 entry of this formula, charge and spin)**: 52.5 kcal per mole
**HOMO-LUMO gap**: 10.411 eV
**HOMO level**: -14.7 eV
**Total charge**: +1

XYZ file:
```
16
Properties=species:S:1:pos:R:3:forces:R:3
C -0.838 0.321 -1.807 -3.29 0.00 -3.73
C -0.322 -0.855 -1.210 2.72 -0.92 -0.85
C 0.931 -1.815 0.720 0.43 2.28 1.17
C -0.215 2.325 1.759 1.38 -3.03 3.31
N 0.378 -0.731 -0.148 0.87 -1.43 0.95
O 0.014 1.122 1.614 -0.52 2.39 -0.48
H -1.971 0.068 -2.126 2.21 0.69 0.92
H -0.404 0.391 -2.888 -0.41 0.40 1.99
H -0.163 -1.731 -1.888 -0.99 0.02 1.33
H 1.225 -2.712 0.331 0.22 -2.15 -2.31
H 1.849 -1.505 1.215 -0.07 0.75 -0.15
H 0.281 -2.075 1.526 -0.97 0.33 0.38
H -0.182 2.705 2.793 -0.37 0.02 -0.05
H -0.319 3.071 1.054 -0.42 1.21 -2.42
H 0.557 0.235 0.215 -0.93 -0.95 0.22
H -0.820 1.185 -1.160 0.13 0.36 -0.29
```
Forces are in eV/Å.

Charge distribution, Mulliken scheme, values in e:
1 C -0.935
2 C 0.323
3 C -0.934
4 C -0.035
5 N 0.056
6 O -0.540
7 H 0.340
8 H 0.318
9 H 0.343
10 H 0.409
11 H 0.327
12 H 0.364
13 H 0.265
14 H 0.258
15 H 0.237
16 H 0.203


[5]
Entry from OMol25: a 2-piece molecular cluster, C4H10NO overall (wB97M-V/def2-TZVPD).

**Total energy**: -7839.45951 eV
**Relative energy (zero: lowest compared OMol25 entry of this formula, charge and spin)**: 42.8 kcal per mole
**HOMO-LUMO gap**: 8.102 eV
**HOMO level**: -12.9 eV
**Total charge**: +1

XYZ file:
```
16
Properties=species:S:1:pos:R:3:forces:R:3
C -0.761 1.881 -1.928 0.13 -0.60 0.19
C -0.394 -0.283 -0.785 -0.52 0.70 0.13
N -0.717 0.406 -1.806 0.01 -0.34 -0.40
H -1.805 2.170 -1.824 0.13 0.21 0.02
H -0.381 2.149 -2.912 -0.03 0.03 0.09
H -0.124 2.283 -1.144 -0.19 0.20 -0.04
H -0.163 0.245 0.140 0.11 -0.29 -0.10
H -0.470 -1.362 -0.848 0.18 0.05 0.14
H -1.006 -0.121 -2.627 0.04 0.15 -0.07
C 1.732 -1.169 1.433 -1.09 -0.19 -0.17
C 0.557 -1.251 2.051 0.37 0.46 0.97
O -0.211 -0.131 2.335 0.31 -0.57 -0.36
H 2.250 -2.089 1.228 0.30 0.06 -0.03
H 2.085 -0.212 1.077 0.30 0.00 0.04
H 0.169 -2.153 2.517 0.12 -0.14 -0.35
H -0.760 -0.361 3.093 -0.16 0.28 -0.08
```
Forces are in eV/Å.

Charge distribution, Mulliken scheme, values in e:
1 C -0.708
2 C -0.003
3 N -0.064
4 H 0.327
5 H 0.312
6 H 0.294
7 H 0.128
8 H 0.362
9 H 0.306
10 C -0.790
11 C 0.023
12 O -0.494
13 H 0.273
14 H 0.364
15 H 0.325
16 H 0.346


[6]
Entry from OMol25: a 2-piece molecular cluster, C4H10NO overall (wB97M-V/def2-TZVPD).

**Total energy**: -7837.44265 eV
**Relative energy (zero: lowest compared OMol25 entry of this formula, charge and spin)**: 89.3 kcal per mole
**HOMO-LUMO gap**: 8.581 eV
**HOMO level**: -13.4 eV
**Total charge**: +1

XYZ file:
```
16
Properties=species:S:1:pos:R:3:forces:R:3
C -0.454 -1.528 0.188 -0.39 -3.30 0.19
C 0.193 -0.577 -0.451 -4.94 0.28 -4.39
C -0.469 0.176 -1.589 -1.33 -2.60 0.38
C 0.095 1.027 1.747 -1.52 2.03 -0.46
N 1.272 0.005 -0.075 1.91 3.56 0.65
O -0.825 0.162 1.774 -3.10 -0.64 -0.81
H 0.144 -2.055 0.915 -0.20 -0.19 0.57
H -1.351 -2.125 -0.151 1.07 1.33 0.15
H -1.491 -0.111 -1.820 -0.05 -0.58 0.30
H 0.036 0.054 -2.484 1.33 -0.55 -1.86
H -0.547 1.186 -1.503 0.17 3.23 1.01
H 0.872 0.779 2.425 0.87 0.02 0.39
H -0.142 2.104 1.468 0.67 -1.57 -0.19
H 1.791 -0.464 0.577 2.27 -1.17 1.67
H 1.712 0.700 -0.689 -0.07 -0.62 0.61
H -1.729 0.139 1.161 3.31 0.75 1.80
```
Forces are in eV/Å.

Charge distribution, Mulliken scheme, values in e:
1 C -0.915
2 C 0.707
3 C -1.641
4 C -0.098
5 N -0.322
6 O -0.331
7 H 0.277
8 H 0.350
9 H 0.356
10 H 0.469
11 H 0.530
12 H 0.324
13 H 0.296
14 H 0.274
15 H 0.247
16 H 0.476


[7]
Entry from OMol25: a 2-piece molecular cluster, C4H10NO overall (wB97M-V/def2-TZVPD).

**Total energy**: -7835.29641 eV
**Multiplicity**: 3
**Relative energy (zero: lowest compared OMol25 entry of this formula, charge and spin)**: 21.9 kcal per mole
**HOMO-LUMO gap (spin up / spin down)**: 7.056 / 7.412 eV
**HOMO level (spin up / spin down)**: -10.9 / -15.5 eV
**Total charge**: +1

XYZ file:
```
16
Properties=species:S:1:pos:R:3:forces:R:3
C -1.522 1.557 0.351 -1.40 1.93 -0.04
C -1.085 0.298 0.355 1.91 -2.70 -0.46
C -0.014 -1.766 -0.610 -0.82 -0.69 -5.31
C 1.912 0.594 -0.664 1.18 -0.97 -0.29
N -0.413 -0.363 -0.719 -4.80 1.04 3.22
O 2.219 0.720 0.617 -0.16 -0.26 1.67
H -2.128 1.993 1.146 0.34 -0.71 0.34
H -1.473 2.284 -0.412 0.60 0.35 -1.33
H -1.247 -0.188 1.306 0.58 -0.79 -0.09
H 0.648 -1.969 -1.558 -0.99 0.39 1.93
H 0.551 -1.816 0.234 1.45 -0.69 2.49
H -0.843 -2.569 -0.746 0.94 1.74 0.68
H 1.560 1.411 -1.170 -0.84 1.93 -1.31
H 2.261 -0.274 -1.166 0.52 -0.40 -0.22
H -0.906 0.052 -1.499 1.04 -0.39 -1.37
H 1.548 1.252 1.068 0.45 0.20 0.07
```
Forces are in eV/Å.

Charge distribution, Mulliken scheme, values in e:
1 C -0.728
2 C 0.186
3 C -0.851
4 C -0.744
5 N 0.014
6 O -0.398
7 H 0.270
8 H 0.326
9 H 0.314
10 H 0.321
11 H 0.452
12 H 0.321
13 H 0.430
14 H 0.434
15 H 0.319
16 H 0.334


[8]
Entry from OMol25: a 2-piece molecular cluster, C4H10NO overall (wB97M-V/def2-TZVPD).

**Total energy**: -7831.99856 eV
**Multiplicity**: 3
**Relative energy (zero: lowest compared OMol25 entry of this formula, charge and spin)**: 97.9 kcal per mole
**HOMO-LUMO gap (spin up / spin down)**: 4.130 / 8.784 eV
**HOMO level (spin up / spin down)**: -11.0 / -15.7 eV
**Total charge**: +1

XYZ file:
```
16
Properties=species:S:1:pos:R:3:forces:R:3
C -1.623 1.588 1.829 -2.22 -0.04 0.89
C -0.391 1.372 1.093 -0.36 0.02 -1.24
C -0.392 -1.552 -0.901 2.10 0.61 -0.56
C 2.356 -0.726 -1.686 3.65 2.91 1.06
N 0.509 -0.661 -0.163 -0.99 -1.25 -0.23
O 1.649 -0.273 -0.720 -0.34 1.22 1.61
H -2.534 1.000 1.411 1.33 0.94 0.08
H -1.698 1.288 2.928 0.82 0.51 -1.42
H -0.300 1.742 0.032 -0.04 -0.19 1.43
H 0.369 0.731 1.463 0.55 0.23 0.42
H -0.872 -2.102 -0.121 -1.08 0.05 0.19
H -0.944 -0.952 -1.631 -0.62 -0.08 0.44
H 0.158 -2.265 -1.500 0.34 -0.36 -0.26
H 3.409 -0.258 -1.608 -1.96 -0.68 -0.74
H -1.885 2.670 1.715 -0.18 -0.77 0.21
H 2.191 -1.601 -2.142 -1.00 -3.12 -1.86
```
Forces are in eV/Å.

Charge distribution, Mulliken scheme, values in e:
1 C -0.747
2 C -0.432
3 C -0.848
4 C -0.085
5 N -0.048
6 O -0.010
7 H 0.237
8 H 0.308
9 H 0.309
10 H 0.400
11 H 0.313
12 H 0.330
13 H 0.411
14 H 0.292
15 H 0.286
16 H 0.285


[9]
Entry from OMol25: a 2-piece molecular cluster, C4H10NO overall (wB97M-V/def2-TZVPD).

**Total energy**: -7821.81271 eV
**Multiplicity**: 2
**Relative energy (zero: lowest compared OMol25 entry of this formula, charge and spin)**: 122.9 kcal per mole
**HOMO-LUMO gap (spin up / spin down)**: 4.761 / 7.713 eV
**HOMO level (spin up / spin down)**: -17.6 / -20.3 eV
**Total charge**: +2

XYZ file:
```
16
Properties=species:S:1:pos:R:3:forces:R:3
C -0.307 -0.019 -1.815 -1.14 -0.75 1.53
C -0.043 0.174 -0.326 -0.18 3.14 0.28
C -1.058 -0.168 0.786 0.27 -1.58 1.70
C -2.438 -0.006 0.332 -1.75 -1.70 -0.78
O -3.359 -0.797 0.462 1.00 0.73 0.19
N 3.235 0.000 1.092 -4.46 -2.98 -0.35
H -0.661 -1.029 -1.761 -0.35 -1.00 -0.98
H -1.151 0.564 -2.256 0.55 0.03 0.53
H 0.513 0.022 -2.514 0.53 0.26 0.25
H 0.410 1.165 -0.036 0.22 -1.00 -0.31
H -0.958 -1.235 1.258 -0.03 1.90 -0.76
H -1.200 0.594 1.668 1.03 -0.98 -1.21
H -2.679 0.857 -0.268 -0.43 1.00 -0.43
H 3.464 -0.942 1.422 -0.57 -0.37 -0.16
H 2.243 0.270 0.767 1.87 -0.34 0.45
H 3.988 0.549 1.188 3.42 3.64 0.05
```
Forces are in eV/Å.

Charge distribution, Mulliken scheme, values in e:
1 C -1.152
2 C -0.520
3 C -0.141
4 C 0.002
5 O -0.005
6 N -0.024
7 H 0.394
8 H 0.313
9 H 0.348
10 H 0.578
11 H 0.403
12 H 0.334
13 H 0.441
14 H 0.359
15 H 0.352
16 H 0.319


[10]
Entry from OMol25: C4H10NO2 as an isolated structure (wB97M-V/def2-TZVPD).

**Total energy**: -9896.01324 eV
**Relative energy (zero: lowest compared OMol25 entry of this formula, charge and spin)**: 33.0 kcal per mole
**HOMO-LUMO gap**: 8.190 eV
**HOMO level**: -3.9 eV
**Total charge**: -1

XYZ file:
```
17
Properties=species:S:1:pos:R:3:forces:R:3
C 2.260 -1.067 1.867 -0.27 -0.45 0.46
N 0.972 -1.386 1.951 0.24 0.02 -0.15
O 2.818 -0.484 0.944 0.21 0.38 -0.12
H 2.858 -1.368 2.765 0.11 -0.14 -0.16
H 0.744 -2.033 2.687 0.09 0.18 0.36
H 0.063 -0.798 1.340 -0.55 0.15 -0.70
C -0.448 0.919 0.133 0.28 0.12 -0.07
O -0.862 -0.253 0.712 0.03 -0.22 0.42
C -1.163 1.192 -1.193 0.36 0.16 -0.35
C -1.123 -0.020 -2.120 0.06 0.20 -0.10
H 0.640 0.919 -0.076 -0.01 -0.14 -0.03
H -0.596 1.804 0.784 -0.13 0.07 0.05
H -0.669 2.032 -1.706 0.04 0.00 0.14
H -2.184 1.527 -1.020 -0.31 -0.17 0.09
H -1.485 0.225 -3.122 -0.07 0.04 -0.04
H -1.726 -0.827 -1.724 -0.06 -0.20 0.14
H -0.097 -0.385 -2.220 -0.04 -0.01 0.07
```
Forces are in eV/Å.

Charge distribution, Mulliken scheme, values in e:
1 C -0.059
2 N -0.366
3 O -0.624
4 H 0.275
5 H 0.143
6 H 0.420
7 C -0.363
8 O -0.772
9 C -0.426
10 C -1.033
11 H 0.197
12 H 0.196
13 H 0.280
14 H 0.274
15 H 0.357
16 H 0.244
17 H 0.258


[11]
Entry from OMol25: an isolated ion of composition C4H10NO2 and charge -1 (wB97M-V/def2-TZVPD).

**Total energy**: -9894.02458 eV
**Relative energy (zero: lowest compared OMol25 entry of this formula, charge and spin)**: 78.9 kcal per mole
**HOMO-LUMO gap**: 7.328 eV
**HOMO level**: -3.1 eV
**Total charge**: -1

XYZ file:
```
17
Properties=species:S:1:pos:R:3:forces:R:3
C 1.010 0.832 -1.925 1.06 1.16 0.21
C 0.329 0.530 -0.589 2.15 0.78 0.26
O -0.872 1.162 -0.681 -1.64 -0.62 -0.25
C 0.375 -0.953 -0.156 -3.66 1.62 1.69
N 0.159 -1.235 1.353 -0.60 1.28 0.46
C -0.959 -0.246 2.057 0.72 1.66 -4.76
O -2.054 -0.103 1.194 1.19 -1.03 1.92
H 2.106 0.643 -1.849 -0.54 0.02 -0.26
H 0.876 1.981 -2.060 0.14 -2.10 -0.17
H 0.586 0.242 -2.754 0.03 0.41 0.19
H 0.914 1.078 0.176 0.36 -0.22 0.02
H -1.411 0.501 -0.166 -1.47 0.78 1.10
H -0.483 -1.439 -0.659 0.76 -0.13 -0.38
H 1.323 -1.207 -0.484 1.83 -1.47 -0.34
H -0.399 -2.072 1.344 0.01 -0.56 -0.04
H -1.124 -0.429 3.109 -0.22 -1.28 0.36
H -0.374 0.715 2.088 -0.13 -0.30 -0.01
```
Forces are in eV/Å.

Charge distribution, Mulliken scheme, values in e:
1 C -1.379
2 C 0.355
3 O -0.585
4 C -0.691
5 N -0.627
6 C -0.375
7 O -0.884
8 H 0.362
9 H 0.283
10 H 0.308
11 H 0.131
12 H 0.503
13 H 0.369
14 H 0.426
15 H 0.279
16 H 0.343
17 H 0.183


[12]
Entry from OMol25: an isolated ion of composition C4H10NO2 and charge -1 (wB97M-V/def2-TZVPD).

**Total energy**: -9894.69423 eV
**Relative energy (zero: lowest compared OMol25 entry of this formula, charge and spin)**: 63.4 kcal per mole
**HOMO-LUMO gap**: 7.217 eV
**HOMO level**: -3.1 eV
**Total charge**: -1

XYZ file:
```
17
Properties=species:S:1:pos:R:3:forces:R:3
C -0.846 -1.864 -0.537 0.15 0.25 -0.39
C 0.255 -0.830 -0.861 -0.19 -0.01 -1.13
O 1.502 -1.066 -0.283 -0.31 1.33 2.98
C -0.215 0.639 -0.753 2.02 -0.68 0.20
N -0.600 1.238 0.475 -0.59 1.31 0.96
C 0.471 1.640 1.407 1.63 -1.80 -0.90
O 1.131 0.592 1.984 -0.09 -0.43 -0.49
H -0.797 -2.652 -1.313 -0.12 -0.04 0.79
H -0.844 -2.235 0.493 0.47 -0.15 -0.25
H -1.802 -1.360 -0.634 -0.39 0.04 -0.25
H 0.489 -0.903 -1.949 -0.54 -0.18 0.20
H 1.457 -0.502 0.665 0.20 -0.85 -1.40
H -0.819 0.898 -1.583 -1.68 -0.16 -0.75
H 0.702 1.105 -1.128 0.29 0.62 0.66
H -1.298 0.817 1.083 -0.02 -0.59 -0.84
H 0.023 2.268 2.149 -0.59 0.86 0.63
H 1.190 2.216 0.786 -0.25 0.48 -0.03
```
Forces are in eV/Å.

Charge distribution, Mulliken scheme, values in e:
1 C -1.269
2 C 0.542
3 O -0.621
4 C -1.188
5 N -0.245
6 C -0.531
7 O -0.932
8 H 0.313
9 H 0.285
10 H 0.305
11 H 0.213
12 H 0.437
13 H 0.446
14 H 0.355
15 H 0.287
16 H 0.354
17 H 0.250